DFT (ωB97M-V/def2-TZVPD) results for a molecular structure, C28H34BrCl3Ge2NORe.

The geometry in XYZ format:
```
71
Properties=species:S:1:pos:R:3:mulliken_spin:R:1
Re -0.14 -0.49 -1.05 1.671
Cl -0.32 -2.82 -7.77 -0.002
C -0.13 -2.35 -6.06 -0.008
C -1.13 -1.70 -5.34 0.003
C -0.82 -1.08 -4.15 -0.013
Cl -1.88 0.01 -3.36 0.037
C 0.46 -1.19 -3.66 0.058
O 0.87 -0.40 -2.60 0.058
C 1.34 -2.16 -4.16 -0.015
Cl 2.57 -2.78 -3.10 0.000
C 1.08 -2.71 -5.42 0.006
H -2.13 -1.56 -5.68 0.000
H 1.84 -3.34 -5.92 0.000
C 1.33 -5.44 -0.42 0.000
C 0.20 -4.50 -0.32 0.002
C -1.08 -4.85 0.07 0.025
C -2.18 -3.99 -0.08 -0.008
C -1.96 -2.69 -0.43 0.023
Br -3.34 -1.50 -1.08 0.029
N -0.64 -2.27 -0.62 0.005
C 0.41 -3.18 -0.58 0.048
H 1.10 -6.44 -0.03 0.000
H 2.10 -5.04 0.31 -0.001
H 1.85 -5.56 -1.39 -0.001
H -1.21 -5.88 0.39 0.000
H -3.22 -4.28 0.13 0.001
H 1.39 -2.72 -0.74 -0.028
C 3.73 1.08 -1.31 0.003
C 3.57 0.58 0.11 0.063
Ge 1.63 0.24 0.71 0.047
C 2.18 -1.01 2.22 0.049
C 1.13 -1.08 3.32 0.005
C 1.24 1.91 1.56 0.180
C 0.00 2.40 1.53 0.136
Ge -1.19 1.55 0.10 0.020
C -1.47 2.91 -1.38 -0.013
C -0.20 3.14 -2.30 0.004
C -2.86 1.27 1.19 0.005
C -2.71 0.51 2.50 -0.001
C -0.50 3.31 2.54 0.217
C -1.58 4.17 2.35 0.037
C -2.13 4.85 3.40 0.054
C -1.72 4.68 4.71 0.206
C -0.48 4.02 4.86 -0.001
C 0.16 3.41 3.79 0.080
H 3.94 2.13 -1.35 0.003
H 2.79 0.97 -1.87 -0.001
H 4.48 0.56 -1.88 0.002
H 3.86 1.41 0.83 0.001
H 4.19 -0.34 0.27 0.000
H 3.12 -0.52 2.60 0.003
H 2.47 -2.01 1.80 0.005
H 0.66 -0.11 3.47 -0.002
H 1.62 -1.41 4.23 0.004
H 0.33 -1.79 3.16 0.000
H 1.99 2.41 2.16 -0.012
H -1.76 3.84 -0.85 -0.001
H -2.34 2.56 -1.95 0.002
H 0.45 3.94 -1.90 0.000
H -0.49 3.42 -3.31 0.001
H 0.42 2.26 -2.50 0.003
H -3.48 0.74 0.46 0.004
H -3.24 2.35 1.31 -0.001
H -2.39 -0.54 2.35 0.000
H -3.69 0.43 2.97 0.001
H -1.96 0.92 3.22 0.003
H -2.02 4.32 1.39 0.001
H -3.03 5.41 3.21 0.002
H -2.20 5.02 5.63 -0.004
H -0.03 4.08 5.84 0.004
H 1.12 2.94 3.90 0.000
```

Output
* HOMO (spin up / spin down): -16.62 / -16.65 eV
* spin multiplicity: 4
* expectation value of S²: 3.815
* charge: +3
* frontier orbital gap (spin up / spin down): 5.6 / 5.0 eV


DFT (ωB97M-V/def2-TZVPD) results for 2 unconnected molecules or ions with the total composition C28H34Cl2O3.

The geometry in XYZ format:
```
67
Properties=species:S:1:pos:R:3:lowdin_charge:R:1
C 4.18 -1.91 0.99 -0.072
C 2.91 -1.33 0.43 -0.209
O 2.15 -0.88 1.58 -0.055
C 1.10 -0.07 1.29 -0.525
C 0.57 0.47 2.53 -0.114
C -0.66 1.19 2.58 -0.378
O -1.40 1.17 3.59 0.002
C -1.12 2.10 1.45 -0.144
C -2.04 1.44 0.46 -0.188
C -3.29 0.77 1.10 -0.187
C -3.31 -0.76 0.95 -0.195
C -3.15 -1.55 2.26 -0.201
C -2.25 -2.79 2.13 -0.206
C -0.78 -2.47 2.38 -0.208
C -0.43 -2.25 3.85 -0.197
C 0.96 -1.64 4.05 -0.198
C 1.08 -0.12 3.83 -0.154
O 0.76 0.11 0.12 0.008
H 4.96 -1.83 0.23 0.072
H 4.52 -1.41 1.89 0.083
H 4.05 -2.98 1.22 0.078
H 3.15 -0.47 -0.22 0.090
H 2.35 -2.10 -0.14 0.139
H -1.60 2.99 1.91 0.135
H -0.24 2.40 0.87 0.062
H -2.38 2.20 -0.26 0.109
H -1.43 0.70 -0.06 0.091
H -3.35 1.06 2.16 0.102
H -4.15 1.21 0.58 0.099
H -4.27 -1.04 0.49 0.104
H -2.52 -1.04 0.24 0.102
H -2.72 -0.89 3.04 0.091
H -4.15 -1.85 2.59 0.108
H -2.60 -3.51 2.89 0.105
H -2.33 -3.22 1.13 0.108
H -0.14 -3.27 1.98 0.118
H -0.52 -1.59 1.77 0.095
H -1.21 -1.67 4.35 0.114
H -0.43 -3.24 4.33 0.112
H 1.22 -1.79 5.10 0.104
H 1.70 -2.19 3.46 0.104
H 2.13 0.17 3.96 0.108
H 0.50 0.38 4.62 0.112
Cl 3.93 3.67 -4.93 0.731
C 3.16 3.38 -3.43 -0.653
C 3.19 2.09 -2.87 -0.068
C 2.59 1.88 -1.64 0.025
C 2.17 2.98 -0.82 -0.151
C 1.96 2.79 0.59 0.123
C 1.54 3.85 1.47 -0.212
C 2.01 3.92 2.80 0.017
C 1.69 4.97 3.64 -0.070
C 0.90 6.03 3.15 -0.651
Cl 0.58 7.40 4.13 0.720
C 0.39 5.98 1.85 -0.077
C 0.59 4.85 1.07 -0.038
C 2.13 4.26 -1.45 0.009
C 2.55 4.45 -2.75 -0.077
H 3.71 1.29 -3.38 0.117
H 2.44 0.87 -1.26 0.089
H 2.45 1.92 1.03 0.133
H 2.68 3.13 3.13 0.129
H 2.07 5.02 4.65 0.113
H -0.15 6.82 1.42 0.115
H 0.05 4.71 0.13 0.130
H 1.80 5.12 -0.89 0.104
H 2.51 5.44 -3.21 0.115
```

Output
* HOMO: -6.57 eV
* spin multiplicity: 1
* frontier orbital gap: 3.5 eV


DFT (ωB97M-V/def2-TZVPD) results for a molecular structure, C28H34ClFIrN5O5S.

The geometry in XYZ format:
```
76
Properties=species:S:1:pos:R:3:mulliken_spin:R:1
Ir -0.39 -0.19 0.26 2.968
C 3.87 6.00 2.54 0.022
C 3.90 5.63 1.07 -0.026
N 2.77 4.74 0.71 0.192
C 2.99 3.44 0.74 0.043
C 1.99 2.49 0.45 0.199
C 2.40 1.06 0.50 0.053
O 3.56 0.85 0.19 0.268
O 1.54 0.14 0.77 0.102
C 0.69 2.94 0.01 0.049
O -0.17 2.14 -0.38 0.252
C 0.47 4.38 0.02 0.005
C -0.77 4.90 -0.33 0.020
C -0.97 6.26 -0.32 0.023
F -2.17 6.69 -0.71 0.003
C 0.03 7.18 0.05 -0.027
C 1.27 6.64 0.42 0.057
C 1.49 5.27 0.38 -0.031
N -0.17 8.56 0.08 -0.007
C 0.90 9.48 -0.25 0.001
C 1.03 10.55 0.84 0.000
N -0.36 10.93 1.31 0.000
C -1.39 10.68 0.25 0.000
C -1.50 9.18 0.00 -0.001
H 4.71 6.67 2.75 -0.002
H 3.98 5.12 3.17 -0.003
H 2.95 6.51 2.82 0.001
H 4.81 5.08 0.81 0.003
H 3.86 6.50 0.41 0.002
H 3.98 3.10 0.98 0.004
H -1.58 4.25 -0.63 0.002
H 2.04 7.30 0.76 0.015
H 0.72 9.94 -1.23 0.000
H 1.85 8.96 -0.34 -0.001
H 1.51 11.45 0.46 0.000
H 1.57 10.19 1.71 0.000
H -0.37 11.92 1.59 0.000
H -0.60 10.40 2.15 0.000
H -1.07 11.24 -0.62 0.000
H -2.34 11.09 0.59 0.000
H -1.97 9.05 -0.98 0.000
H -2.15 8.73 0.74 0.001
Cl -8.69 -1.19 1.62 0.002
C -7.01 -0.97 1.39 0.010
C -6.13 -2.00 1.75 -0.004
C -4.78 -1.82 1.56 0.011
C -4.30 -0.62 1.02 -0.003
C -5.19 0.41 0.67 0.012
C -6.54 0.23 0.85 -0.004
C -2.88 -0.45 0.82 -0.015
O -2.33 0.65 0.46 0.121
O -2.05 -1.42 0.96 0.113
H -6.52 -2.91 2.18 0.000
H -4.09 -2.60 1.85 0.001
H -4.81 1.33 0.26 0.002
H -7.25 1.00 0.59 0.000
C -3.27 -4.54 -2.91 0.002
C -3.41 -3.11 -2.42 0.000
N -2.21 -2.63 -1.72 0.025
C -1.09 -2.23 -2.30 0.023
S 0.28 -1.82 -1.27 0.490
N -0.94 -2.20 -3.61 0.019
C 0.29 -1.88 -4.35 0.011
C 1.11 -3.13 -4.65 -0.002
H -4.17 -4.83 -3.43 0.000
H -3.12 -5.22 -2.07 0.000
H -2.43 -4.67 -3.59 0.000
H -4.23 -3.01 -1.71 -0.001
H -3.64 -2.41 -3.23 0.002
H -2.21 -2.61 -0.70 -0.003
H -1.70 -2.57 -4.16 -0.001
H 0.86 -1.16 -3.76 -0.005
H -0.02 -1.38 -5.26 0.000
H 1.39 -3.64 -3.73 0.003
H 2.01 -2.86 -5.18 0.000
H 0.55 -3.83 -5.27 0.000
```

Output
* HOMO (spin up / spin down): -14.84 / -14.90 eV
* spin multiplicity: 6
* expectation value of S²: 8.798
* charge: +3
* energy above the lowest of the compared OMol25 structures with the same formula, charge and spin: 0.424 eV
* frontier orbital gap (spin up / spin down): 6.7 / 3.6 eV


DFT (ωB97M-V/def2-TZVPD) results for a molecular structure, C28H34CoN8OS2.

The geometry in XYZ format:
```
74
Properties=species:S:1:pos:R:3:mulliken_spin:R:1
Co -0.93 -0.48 0.55 1.366
C -4.12 -3.03 4.14 0.000
N -2.99 -2.20 3.76 -0.001
C -2.61 -1.21 4.76 -0.001
C -2.67 -1.94 2.45 -0.001
N -2.27 -0.81 2.01 -0.044
N -2.81 -3.04 1.61 -0.001
C -2.49 -3.11 0.25 0.002
N -3.10 -4.20 -0.35 0.000
N -1.70 -2.29 -0.30 0.021
H -3.81 -3.81 4.85 0.000
H -4.57 -3.50 3.28 0.000
H -4.89 -2.42 4.62 0.000
H -2.59 -1.69 5.73 0.000
H -3.32 -0.37 4.81 0.000
H -1.62 -0.81 4.55 0.000
H -2.28 -0.06 2.70 -0.018
H -2.97 -3.93 2.06 0.000
H -4.04 -4.41 -0.04 0.000
H -3.00 -4.25 -1.35 -0.001
H -1.65 -2.37 -1.31 0.000
S -1.40 2.33 3.07 -0.001
C -1.09 3.08 1.60 -0.004
N -0.02 2.93 0.80 0.014
C -0.20 3.58 -0.50 0.005
C -1.54 4.33 -0.32 0.002
N -1.92 3.97 1.03 0.001
H 0.56 2.11 0.87 -0.005
H -0.25 2.83 -1.28 0.002
H 0.62 4.26 -0.71 0.000
H -2.28 3.99 -1.04 0.000
H -1.41 5.41 -0.41 0.000
H -2.86 4.06 1.38 0.000
C 6.98 -0.54 -3.96 0.000
C 6.84 0.39 -5.13 0.000
O 7.27 0.17 -6.23 0.000
S 6.06 2.01 -4.78 0.000
C 4.72 1.48 -3.74 0.000
C 4.63 1.93 -2.43 0.001
C 3.58 1.54 -1.62 0.000
C 2.59 0.67 -2.10 -0.006
C 2.69 0.22 -3.43 -0.002
C 3.74 0.63 -4.24 0.001
C 1.50 0.27 -1.27 0.005
C 0.54 -0.06 -0.59 -0.135
H 7.31 -1.52 -4.32 0.000
H 6.05 -0.63 -3.41 0.000
H 7.73 -0.12 -3.28 0.000
H 5.40 2.59 -2.04 0.000
H 3.51 1.89 -0.60 0.000
H 1.93 -0.44 -3.81 0.000
H 3.79 0.30 -5.26 0.000
C 3.04 -2.02 2.77 -0.001
C 2.43 -0.84 3.16 0.003
C 1.18 -0.53 2.66 -0.013
N 0.53 -1.33 1.81 -0.017
C 1.11 -2.47 1.44 0.001
C 2.36 -2.86 1.90 -0.002
H 4.02 -2.29 3.13 0.000
H 2.92 -0.16 3.84 0.000
H 0.66 0.38 2.95 -0.014
H 0.55 -3.07 0.74 0.002
H 2.79 -3.79 1.56 0.000
C -4.07 1.96 -2.22 0.004
C -2.90 1.45 -2.76 -0.003
C -1.98 0.78 -1.95 0.009
C -2.18 0.57 -0.57 -0.136
C -3.39 1.09 -0.07 -0.025
C -4.31 1.77 -0.87 -0.004
H -4.79 2.48 -2.85 0.000
H -2.69 1.57 -3.82 0.000
H -1.07 0.41 -2.41 -0.001
H -3.63 0.98 0.98 -0.003
H -5.22 2.16 -0.42 -0.001
```

Output
* HOMO (spin up / spin down): -7.25 / -7.21 eV
* spin multiplicity: 2
* expectation value of S²: 0.764
* energy above the lowest of the compared OMol25 structures with the same formula, charge and spin: 0.144 eV
* frontier orbital gap (spin up / spin down): 7.4 / 7.4 eV